1.
ORCA calculation (ωB97M-V/def2-TZVPD) on a molecular structure, C3H6MgO5Tl at a distorted geometry.

molar mass = 350.8 g/mol
HOMO = -2.084 eV
net charge = -1
max |F| = 4.20 eV/A

The geometry in XYZ format:
```
16
Properties=species:S:1:pos:R:3:forces:R:3:mulliken_charge:R:1
H -2.58093 -1.74345 -0.16657 0.07 0.10 0.17 0.249
C -1.98610 -1.33187 0.67552 -0.19 -0.07 0.01 -0.244
C -0.93456 -0.38876 0.10414 0.23 0.35 -0.10 -0.380
O -1.41280 0.72467 -0.59156 0.81 -0.11 -1.28 -0.619
Mg 0.55875 -2.54647 1.64629 -0.32 -0.07 0.04 -0.147
O -1.35375 -2.32541 1.40671 0.23 0.08 -0.07 -0.702
H -2.68712 -0.73387 1.29425 0.08 -0.11 -0.11 0.261
H -0.27701 -1.00394 -0.54582 -0.08 0.12 0.15 0.219
H -0.34283 -0.02243 0.96940 0.08 -0.27 -0.05 0.308
C -0.17117 1.74384 -1.00650 -1.71 0.16 1.08 0.919
O 1.00417 1.21899 -1.07746 -1.54 0.67 -1.35 -0.638
O -0.62087 2.40064 -2.15746 -0.05 -0.49 0.28 -0.513
H -0.54658 1.77632 -2.88636 0.12 -0.06 0.02 0.304
Tl 2.24489 -0.13567 -0.04458 1.68 -1.29 1.04 0.199
O -0.37362 2.58865 0.06866 -2.73 -0.94 1.86 -0.643
H -1.28296 2.10972 0.48009 3.32 1.94 -1.69 0.426
```
Positions in Å, forces in eV/Å.


2.
ORCA calculation (ωB97M-V/def2-TZVPD) on a single C3H7Br2OP molecule at a distorted geometry.

SMILES = CP(Br)OCCBr
energy above the lowest of the compared OMol25 structures with the same formula, charge and spin = 40.06 kcal/mol
molar mass = 249.9 g/mol
HOMO = -8.999 eV
max |F| = 3.14 eV/A

The geometry in XYZ format:
```
14
Properties=species:S:1:pos:R:3:forces:R:3:nbo_charge:R:1
C 1.68845 0.60684 2.03424 -2.54 -0.56 -0.67 -0.916
C -1.41468 -0.30378 -0.32769 -1.51 -1.63 1.38 -0.089
C -1.26500 -0.51794 -1.84333 2.42 0.44 1.66 -0.421
O -0.27177 -0.04466 0.40456 2.76 1.43 0.44 -0.831
P 1.14137 0.82372 0.11051 -0.53 -1.35 2.22 1.044
Br -0.84589 1.26188 -2.65578 0.36 -0.77 0.17 -0.030
Br 2.33316 -0.82790 -0.91835 0.00 0.22 0.21 -0.305
H 1.70195 1.61098 2.43301 -0.41 0.42 0.13 0.218
H 2.64577 0.23646 2.27704 1.27 -0.72 -0.45 0.229
H 0.92192 -0.04950 2.62177 1.18 1.29 -1.35 0.239
H -1.71807 -1.21579 0.33812 -0.28 0.76 -2.23 0.212
H -2.18574 0.43780 -0.03928 0.33 -0.01 -0.81 0.190
H -2.15413 -0.65990 -2.30787 -2.84 -0.82 -0.95 0.216
H -0.57736 -1.35822 -2.12696 -0.20 1.30 0.26 0.243
```
Positions in Å, forces in eV/Å.


3.
ORCA calculation (ωB97M-V/def2-TZVPD) on 7 unconnected molecules or ions with the total composition C18H32Br10O6 at a distorted geometry.

SMILES = C[C@H]1COC(=O)O1.C[C@H]1COC(=O)O1.BrCCBr.BrCCBr.BrCCBr.BrCCBr.BrCCBr
energy above the lowest of the compared OMol25 structures with the same formula, charge and spin = 0.00 kcal/mol
molar mass = 1143.5 g/mol
HOMO = -10.075 eV
max |F| = 1.73 eV/A

The geometry in XYZ format:
```
66
Properties=species:S:1:pos:R:3:forces:R:3:nbo_charge:R:1
C -15.75958 20.90423 -22.23467 0.93 -0.32 0.55 -0.644
C -15.70007 22.39089 -21.90648 -0.39 -0.41 -0.42 0.065
C -16.94591 23.00766 -21.25025 -0.43 -0.95 -1.31 -0.104
O -16.46439 23.63942 -20.08925 0.12 0.51 0.56 -0.490
C -15.16050 23.36038 -19.90135 -0.25 -0.54 0.15 0.995
O -14.51995 23.70360 -18.94723 -0.24 -0.04 -0.13 -0.632
O -14.70920 22.55894 -20.86968 0.31 0.26 -0.17 -0.491
H -16.05810 20.60620 -23.23650 -0.38 0.46 -0.04 0.230
H -16.30234 20.31849 -21.49146 -0.24 0.16 -0.04 0.214
H -14.71922 20.57326 -22.14796 -0.03 -0.12 -0.10 0.239
H -15.39088 22.92055 -22.80856 0.20 0.32 0.28 0.204
H -17.65637 22.19756 -21.04601 0.07 0.18 0.63 0.193
H -17.49550 23.69577 -21.88936 0.39 0.32 0.13 0.217
C -14.57320 26.87878 -18.02042 0.31 -0.26 0.75 -0.644
C -13.87682 27.15662 -19.32732 0.07 -0.82 0.22 0.072
C -12.83285 26.09561 -19.79810 -0.38 0.68 1.54 -0.096
O -13.37004 25.56844 -20.98532 0.31 0.06 -0.85 -0.493
C -14.42818 26.30557 -21.38964 -0.32 0.17 0.93 0.976
O -14.97747 26.23099 -22.43796 0.03 -0.35 -0.30 -0.583
O -14.84652 27.09739 -20.37581 0.19 0.70 -0.54 -0.495
H -15.15826 25.96271 -18.02740 0.17 -0.08 -0.34 0.243
H -15.24445 27.67062 -17.68733 0.11 0.19 -0.26 0.224
H -13.82562 26.74961 -17.22874 0.01 0.12 -0.06 0.212
H -13.35388 28.11538 -19.28055 -0.50 0.21 -0.32 0.179
H -12.72140 25.30857 -19.05229 0.04 -0.09 -0.25 0.213
H -11.89360 26.63523 -19.92644 0.15 -0.47 -0.54 0.182
Br -20.19821 24.61755 -21.71611 -0.23 0.12 0.41 -0.047
C -20.92953 25.06127 -19.91852 0.16 0.35 -0.92 -0.403
C -22.41198 25.29278 -20.09673 0.32 -0.24 -0.57 -0.465
Br -23.20600 25.81205 -18.40316 -0.02 -0.21 -0.15 0.003
H -20.40413 25.97490 -19.66588 0.04 -0.10 0.31 0.236
H -20.66128 24.23318 -19.27450 -0.09 0.00 0.10 0.220
H -22.86811 24.40661 -20.53606 -0.28 -0.09 0.56 0.230
H -22.59772 26.08595 -20.81610 0.09 0.22 0.23 0.230
Br -12.25524 18.76041 -20.72105 -0.23 0.14 -0.01 -0.011
C -12.52221 19.21623 -18.84838 0.71 -0.04 0.38 -0.449
C -13.84267 19.87927 -18.56774 -0.09 -0.06 -0.05 -0.439
Br -14.02032 20.07770 -16.62879 -0.09 -0.16 -0.14 -0.019
H -11.66928 19.82882 -18.56582 -0.14 0.19 -0.08 0.229
H -12.40879 18.28437 -18.30062 -0.26 -0.05 -0.07 0.228
H -14.65218 19.26643 -18.95892 -0.16 0.08 0.29 0.225
H -13.93567 20.89729 -18.92284 0.20 0.01 -0.34 0.238
Br -21.07285 20.93994 -21.09221 0.12 -0.14 -0.01 -0.003
C -21.07632 20.20771 -19.29502 0.20 0.65 0.44 -0.461
C -20.10167 19.07564 -19.06246 0.04 0.32 -0.89 -0.427
Br -18.25724 19.73126 -19.24062 -0.19 -0.19 0.02 -0.033
H -22.12002 19.97997 -19.09930 0.10 -0.44 0.09 0.237
H -20.79102 21.03676 -18.64793 -0.13 0.03 -0.02 0.224
H -20.17132 18.33329 -19.85148 -0.13 -0.23 0.24 0.231
H -20.21516 18.65638 -18.06899 0.07 -0.04 0.03 0.238
Br -12.40028 22.30044 -13.44803 -0.52 -0.06 -0.28 -0.031
C -14.22185 22.85501 -13.99666 0.13 -0.10 0.04 -0.434
C -14.14259 24.05749 -14.93924 0.31 0.20 0.73 -0.446
Br -15.28251 25.50537 -14.24084 0.09 -0.22 -0.35 -0.031
H -14.70474 23.09049 -13.05572 0.02 0.18 -0.04 0.235
H -14.73650 21.99509 -14.41593 0.20 -0.04 -0.17 0.233
H -14.40369 23.90306 -15.98123 -0.19 -0.27 0.07 0.240
H -13.12697 24.43634 -14.89112 -0.10 0.27 -0.13 0.235
Br -17.85888 25.74950 -17.61976 -0.22 -0.62 0.45 -0.004
C -18.32137 24.12498 -16.59857 -0.46 -0.41 -0.53 -0.445
C -17.49746 22.93666 -17.02915 0.30 -0.44 -0.68 -0.428
Br -18.09309 21.32776 -16.02679 0.49 0.75 0.28 -0.035
H -19.35975 23.90505 -16.83770 -0.07 0.27 0.13 0.217
H -18.23055 24.30914 -15.53359 0.19 0.29 -0.05 0.237
H -16.42344 23.13344 -17.01978 -0.01 -0.35 0.77 0.231
H -17.65772 22.56585 -18.03965 -0.43 0.57 -0.12 0.229
```
Positions in Å, forces in eV/Å.


4.
ORCA calculation (ωB97M-V/def2-TZVPD) on a single C4H6N4 molecule at a distorted geometry.

SMILES = [H]/N=c1/ncccn1N
energy above the lowest of the compared OMol25 structures with the same formula, charge and spin = 50.28 kcal/mol
molar mass = 110.1 g/mol
HOMO = -8.524 eV
max |F| = 2.59 eV/A

The geometry in XYZ format:
```
14
Properties=species:S:1:pos:R:3:forces:R:3:nbo_charge:R:1
C -1.14088 0.84148 -0.37106 0.56 0.53 0.81 0.110
C -1.29812 0.12154 -1.51547 -0.33 1.34 1.76 -0.403
C -0.43608 -1.00264 -1.61130 -0.24 -1.11 0.41 0.122
C 0.79261 -0.50155 0.34639 0.61 -0.05 -0.64 0.519
H 0.72011 2.02545 1.74311 -0.19 -0.52 -0.70 0.365
H -0.21215 0.95656 2.57096 -0.05 0.00 -1.25 0.365
H -1.78323 1.71742 -0.10431 0.74 -1.02 -0.10 0.228
H -2.20683 0.36771 -2.07810 0.83 -0.50 -0.31 0.241
H -0.71386 -1.66695 -2.42989 0.65 -0.33 0.09 0.190
H 1.85343 -0.00601 1.82717 0.18 0.54 0.18 0.325
N -0.10255 1.41846 1.64318 0.34 0.43 2.02 -0.654
N -0.11744 0.56769 0.55937 -1.94 0.04 -1.71 -0.269
N 0.46428 -1.39568 -0.74467 -0.09 1.74 0.11 -0.437
N 1.87532 -0.61149 1.02494 -1.08 -1.09 -0.66 -0.702
```
Positions in Å, forces in eV/Å.